52
Properties=species:S:1:pos:R:3 method="wB97M-V/def2-TZVPD" charge=+2 multiplicity=6 e_above_lowest_kcal_mol=0.0 s_squared=9.326 total_energy_ev=-119298.3615
Dy -0.04 -0.20 0.24
C 0.66 -4.73 0.72
C -0.09 -5.29 -0.30
C -0.74 -4.46 -1.21
C -0.67 -3.09 -1.07
N 0.09 -2.54 -0.07
C 0.69 -3.34 0.82
C -1.41 -2.14 -1.88
C -2.32 -2.52 -2.91
C -2.86 -1.53 -3.71
C -2.55 -0.20 -3.50
C -1.78 0.14 -2.38
N -1.21 -0.83 -1.62
C -1.58 1.53 -1.97
C -2.23 2.59 -2.60
C -1.84 3.90 -2.37
C -0.82 4.13 -1.45
C -0.34 3.07 -0.72
N -0.73 1.79 -0.94
H 1.24 -5.32 1.45
H -0.20 -6.37 -0.39
H -1.23 -4.92 -2.10
H 1.27 -2.86 1.61
H -2.57 -3.58 -3.03
H -3.58 -1.77 -4.51
H -2.91 0.58 -4.17
H -3.11 2.39 -3.23
H -2.38 4.70 -2.86
H -0.40 5.11 -1.24
H 0.39 3.26 0.06
Cl -2.45 -1.19 1.48
C -1.92 0.12 2.54
C -0.73 0.78 2.32
C -0.41 1.85 3.13
Cl 1.05 2.71 2.89
C -1.20 2.21 4.23
Cl -0.77 3.48 5.26
C -2.39 1.50 4.43
Cl -3.35 1.98 5.75
C -2.77 0.45 3.59
Cl -4.23 -0.34 3.84
C 4.92 1.27 1.81
N 4.51 0.71 0.48
C 5.47 0.58 -0.68
C 3.28 0.39 0.32
N 2.13 0.17 0.37
H 5.69 0.63 2.24
H 4.06 1.27 2.47
H 5.32 2.26 1.67
H 6.47 0.57 -0.28
H 5.32 1.44 -1.34
H 5.24 -0.36 -1.18